82
Properties=species:S:1:pos:R:3 method="wB97M-V/def2-TZVPD" homo_energy_ev=-9.2479 e_tot_ha=-2896.3725 lumo_ev=-3.70 charge=+1 orbital_gap_ev=5.55
C 0.459 2.104 0.246
C 0.869 2.375 -1.095
C -0.310 2.527 -1.893
H 1.899 2.529 -1.418
C -1.446 2.307 -1.049
C -0.966 2.051 0.272
H -1.576 1.919 1.167
H 1.113 2.051 1.118
H -0.333 2.803 -2.947
H -2.495 2.405 -1.332
Sc -0.181 0.121 -1.300
C -0.700 -0.390 -3.464
H -1.626 0.084 -3.826
H -0.760 -1.468 -3.657
H 0.125 0.017 -4.077
Si -0.719 -1.605 -7.039
C 1.008 -1.454 -7.684
C 1.668 -0.232 -7.477
H 1.138 0.605 -7.011
C 3.008 -0.080 -7.852
H 3.514 0.867 -7.660
C 3.694 -1.139 -8.460
H 4.744 -1.022 -8.737
C 3.027 -2.347 -8.705
H 3.563 -3.171 -9.183
C 1.687 -2.505 -8.332
H 1.164 -3.443 -8.534
C -1.721 -0.170 -7.652
C -1.546 0.467 -8.898
H -0.808 0.093 -9.613
C -2.311 1.597 -9.222
H -2.148 2.112 -10.173
C -3.277 2.078 -8.329
H -3.864 2.967 -8.575
C -3.495 1.407 -7.119
H -4.248 1.771 -6.417
C -2.748 0.270 -6.799
H -2.939 -0.275 -5.871
H -0.777 -1.920 -5.594
H -1.354 -2.777 -7.677
F -3.367 -0.252 4.617
C -2.030 -0.493 4.391
C -1.621 -0.733 3.098
C -0.236 -0.870 2.809
C 0.249 -0.938 1.455
O -0.577 -0.811 0.450
C 1.671 -1.017 1.264
C 2.510 -0.941 2.362
N 2.063 -0.728 3.637
C 2.980 -0.529 4.716
C 4.218 0.271 4.450
C 3.150 0.820 5.345
C 0.692 -0.728 3.885
C 0.238 -0.495 5.189
C -1.136 -0.377 5.483
N -1.544 -0.117 6.788
C -0.824 0.843 7.604
C -0.486 0.231 8.953
N -1.759 -0.284 9.525
C -2.550 -1.222 8.691
C -2.806 -0.539 7.352
C 2.364 -0.983 -0.100
O 3.526 -1.354 -0.137
O 1.664 -0.524 -1.122
H -2.339 -0.794 2.283
H 3.591 -0.956 2.248
H 3.052 -1.377 5.404
H 5.135 -0.055 4.935
H 4.317 0.752 3.477
H 2.542 1.641 4.961
H 3.377 0.843 6.409
H 0.966 -0.395 5.994
H -1.452 1.744 7.757
H 0.092 1.159 7.095
H 0.192 -0.622 8.871
H -0.062 0.967 9.642
H -1.570 -0.719 10.434
H -2.359 0.532 9.668
H -3.484 -1.456 9.209
H -1.956 -2.133 8.587
H -3.451 0.346 7.507
H -3.312 -1.235 6.679

78
Properties=species:S:1:pos:R:3 method="wB97M-V/def2-TZVPD" homo_energy_ev="2.6374 / -2.3081" multiplicity=5 e_tot_ha=-2838.8598 lumo_ev="4.49 / 4.41" charge=-2 orbital_gap_ev="1.86 / 6.72"
Fe -0.232 -0.042 0.028
N -1.837 -2.767 2.800
N -3.217 1.225 -0.460
C 1.443 0.066 -1.258
C 0.598 -1.091 -1.500
C 0.660 -1.911 -0.306
C 0.015 -3.251 -0.073
H -0.554 -3.567 -0.957
H -0.708 -3.196 0.791
H 0.773 -4.003 0.180
C 1.465 -1.241 0.666
C 1.666 -1.714 2.073
H 2.307 -2.608 2.129
H 0.702 -1.985 2.547
H 2.124 -0.924 2.687
C 1.940 -0.022 0.088
C 2.894 0.930 0.724
H 2.610 1.123 1.768
H 2.904 1.893 0.194
H 3.927 0.543 0.734
C -0.066 -1.434 -2.792
H 0.579 -2.069 -3.418
H -0.302 -0.527 -3.369
H -1.011 -1.972 -2.618
C 1.990 0.976 -2.300
H 2.210 1.964 -1.876
H 1.271 1.124 -3.116
H 2.925 0.596 -2.748
C -2.414 -2.913 3.977
H -2.229 -3.851 4.524
C -3.231 -1.913 4.532
H -3.794 -2.133 5.461
C -3.356 -0.671 3.880
H -3.973 0.131 4.317
C -2.660 -0.508 2.657
H -2.613 0.436 2.131
C -1.916 -1.603 2.143
C -1.353 -1.755 0.802
H -2.208 -1.641 0.080
C -1.849 1.169 -0.738
C -3.874 1.249 -1.662
H -4.775 0.667 -1.912
C -3.074 2.043 -2.460
H -3.429 2.669 -3.275
N -1.780 2.039 -1.920
C -0.737 2.747 -2.604
C -0.840 2.800 -4.021
C -0.067 3.719 -4.728
H -0.184 3.739 -5.813
C 0.850 4.547 -4.091
C 1.734 5.440 -4.922
H 2.665 5.667 -4.391
H 1.249 6.397 -5.163
H 1.994 4.966 -5.878
C 0.914 4.541 -2.704
H 1.593 5.235 -2.199
C 0.135 3.655 -1.939
C 0.129 3.691 -0.440
H -0.796 4.191 -0.069
H 1.003 4.255 -0.055
H 0.140 2.657 -0.017
C -1.717 1.854 -4.786
H -2.794 1.981 -4.629
H -1.449 0.802 -4.600
H -1.593 2.068 -5.856
N -0.019 0.903 1.665
C 0.182 0.987 2.828
C 0.256 0.893 4.232
C 0.393 2.049 5.028
C 0.524 1.924 6.412
C 0.511 0.655 7.010
C 0.355 -0.497 6.228
C 0.175 -0.372 4.855
H 0.374 3.026 4.542
H 0.646 2.821 7.027
H 0.621 0.561 8.093
H 0.370 -1.499 6.669
H -0.070 -1.248 4.249

Relative energy (zero: lowest compared OMol25 entry of this formula, charge and spin) (computed, kcal per mole): 0.0; 105.5